1.
Formula: C5H7N2
Source: OMol25
Level of theory: ωB97M-V/def2-TZVPD

Last column: natural (NBO) charge in e.
Element x y z (Å)
C  -0.38821  1.62681  -0.01324  -0.063
C  0.86376  1.23692  0.01482  -0.132
C  -1.25314  -0.17758  -0.00515  0.205
C  -2.53405  -0.44032  0.01128  -0.454
C  2.24055  -0.71191  -0.00312  -0.028
N  -0.07303  -0.86670  -0.00285  -0.410
N  1.07084  -0.16718  0.01225  -0.043
H  -0.95136  2.52846  -0.04000  0.260
H  1.75404  1.84524  0.03429  0.260
H  -2.91236  -1.45128  0.02465  0.240
H  -3.26942  0.34581  0.01387  0.257
H  2.34524  -1.78463  -0.02306  0.230
H  3.12902  -0.10375  0.00664  0.243
H  -0.02190  -1.87990  -0.03039  0.436

Forces on atoms 1 to 2 (eV/Å):
C -1.848 -5.254 0.030
C -0.364 1.292 0.005

Properties
- HOMO level: -13.3 eV
- M: 95.1 g mol⁻¹
- Kohn-Sham gap: 8.1 eV
- Charge: +1

***

2.
Formula: C4H9N3
Source: OMol25
Level of theory: ωB97M-V/def2-TZVPD

Last column: natural (NBO) charge in e.
Element x y z (Å)
C  -0.00423  -0.21080  -0.44562  0.172
C  2.50257  -0.47885  0.85339  0.086
C  3.20736  1.45748  -0.51972  0.119
C  -3.16224  -0.07397  0.35477  -0.443
N  -0.97678  -0.62362  0.07207  0.007
N  2.74863  0.46193  0.02861  -0.259
N  -1.98633  -0.78486  0.77679  -0.266
H  1.55092  -0.98569  0.84703  0.225
H  3.13752  -0.48611  1.75683  0.281
H  0.76478  -0.44288  -1.26110  0.309
H  2.84401  2.46083  -0.58802  0.276
H  4.05581  1.41378  -1.24846  0.276
H  -3.84744  0.06013  1.17065  0.277
H  -2.82755  0.76985  -0.28512  0.243
H  -3.67444  -0.79417  -0.35694  0.253
H  -1.84836  -1.29615  1.59011  0.443

Forces on atoms 1 to 2 (eV/Å):
C -0.167 -1.266 -1.413
C 0.731 2.522 0.315

Properties
- HOMO level: -18.6 eV
- M: 99.1 g mol⁻¹
- Kohn-Sham gap: 9.2 eV
- Charge: +2

***

3.
Formula: C18H45BrClN3OP
Source: OMol25
Level of theory: ωB97M-V/def2-TZVPD

Last column: natural (NBO) charge in e.
Element x y z (Å)
C  4.65809  -5.39087  -4.88960  -0.620
C  4.68968  -3.97186  -4.33575  -0.447
C  4.45228  -2.82941  -5.34398  -0.043
Cl  4.51415  -3.29093  -7.04395  0.046
N  3.15440  -2.04681  -5.11770  -0.655
C  1.82124  -2.54233  -5.67895  -0.267
C  1.28180  -3.84821  -5.08665  -0.285
C  -0.01919  -3.64100  -4.32671  -0.634
Br  1.02336  -5.16264  -6.49769  0.060
P  2.91479  -1.40896  -3.42301  1.656
O  2.19088  -0.14876  -3.52705  -0.999
H  3.73081  -5.60999  -5.41897  0.224
H  4.76722  -6.09917  -4.06993  0.240
H  5.47912  -5.54852  -5.58817  0.236
H  5.66188  -3.78325  -3.87833  0.247
H  3.96081  -3.88266  -3.52257  0.199
H  5.21364  -2.06231  -5.21938  0.234
H  3.28368  -1.15791  -5.62035  0.458
H  1.14171  -1.71367  -5.46939  0.251
H  1.96092  -2.60181  -6.75548  0.268
H  2.02514  -4.31748  -4.44177  0.222
H  0.06552  -2.78853  -3.64270  0.211
H  -0.27738  -4.52477  -3.74613  0.246
H  -0.84314  -3.43044  -5.01028  0.243
H  2.30495  -2.51917  -2.82873  -0.046
H  4.25244  -1.42277  -3.00307  -0.046
C  -1.73347  3.67042  0.97914  -0.620
C  -0.91779  2.39933  0.81491  -0.217
N  -1.47427  1.48944  -0.17391  -0.450
C  -0.92992  0.14894  -0.10908  -0.199
C  0.55789  -0.02956  -0.44390  -0.648
C  -1.68017  2.04101  -1.50550  -0.214
C  -0.46556  2.64374  -2.22145  -0.639
H  -2.77810  3.43182  1.18296  0.218
H  -1.34470  4.25019  1.81715  0.217
H  -1.69013  4.30671  0.09438  0.203
H  -0.91109  1.85739  1.76497  0.199
H  0.13073  2.67176  0.61169  0.156
H  -1.52529  -0.48035  -0.77799  0.185
H  -1.10364  -0.22411  0.90468  0.194
H  0.75464  0.12018  -1.50424  0.201
H  0.87228  -1.04201  -0.16848  0.193
H  1.18158  0.66914  0.11596  0.213
H  -2.45171  2.80974  -1.43264  0.200
H  -2.11011  1.24215  -2.11635  0.189
H  0.08234  3.32305  -1.56599  0.207
H  -0.79782  3.22322  -3.08464  0.215
H  0.23377  1.88713  -2.57710  0.197
C  -4.85445  2.13369  6.86434  -0.617
C  -3.75840  1.49315  6.02810  -0.213
N  -2.84397  2.46651  5.45297  -0.453
C  -2.00010  1.92770  4.40385  -0.205
C  -0.97372  0.85150  4.77878  -0.636
C  -2.19788  3.36792  6.39788  -0.215
C  -1.40173  2.73947  7.54649  -0.637
H  -5.36973  2.90660  6.29254  0.213
H  -5.58229  1.37853  7.16291  0.215
H  -4.46267  2.58684  7.77574  0.203
H  -4.21367  0.95998  5.18813  0.193
H  -3.24911  0.72765  6.63507  0.158
H  -1.47954  2.76991  3.93754  0.187
H  -2.66642  1.51716  3.63719  0.188
H  -0.13919  1.25975  5.34758  0.203
H  -0.56624  0.39861  3.87120  0.201
H  -1.42793  0.05380  5.36850  0.208
H  -2.96791  4.01345  6.82561  0.195
H  -1.54650  4.02355  5.81393  0.193
H  -1.97487  1.95513  8.04401  0.204
H  -1.17179  3.49970  8.29483  0.215
H  -0.46016  2.30429  7.21450  0.200

Forces on atoms 1 to 2 (eV/Å):
C -0.032 0.001 -0.093
C -0.076 0.061 0.007

Properties
- HOMO level: -9.3 eV
- M: 465.9 g mol⁻¹
- Kohn-Sham gap: 6.1 eV
- Charge: +1

***

4.
Formula: C7H23F3O9Zr
Source: OMol25
Level of theory: ωB97M-V/def2-TZVPD

Last column: natural (NBO) charge in e.
Element x y z (Å)
Zr  -0.31894  0.07871  1.14378  2.516
C  -0.15213  3.41390  2.53414  -0.226
O  -0.45958  2.04894  2.23413  -0.947
H  -0.49637  3.66477  3.53747  0.163
H  0.89581  3.71322  2.55231  0.153
H  -0.71128  4.06340  1.86065  0.144
C  1.90590  -1.09630  3.54560  -0.214
O  1.37632  -0.80526  2.29636  -0.922
H  2.99178  -1.16884  3.60636  0.164
H  1.56763  -0.28486  4.19000  0.143
H  1.43519  -1.99039  3.95441  0.136
C  -3.54590  -0.68502  -0.18852  -0.257
O  -2.48537  -0.16651  0.63831  -0.941
H  -4.24501  0.12754  -0.38622  0.149
H  -3.40428  -0.87053  -1.25324  0.177
H  -4.25422  -1.29201  0.37535  0.168
C  0.81478  -1.66747  -1.88256  0.314
O  1.69851  -0.74440  -2.55540  -0.523
O  0.46122  -1.18713  -0.57735  -0.906
C  -0.17411  -2.50283  -2.74824  0.934
F  -0.37902  -3.73625  -2.31765  -0.316
F  -1.37610  -1.90019  -2.89510  -0.341
F  0.20871  -2.74746  -4.01600  -0.331
C  1.05342  0.33026  -3.25592  -0.079
C  2.17721  1.13777  -4.00960  -0.637
H  1.95920  2.14700  -4.35890  0.208
H  3.09625  1.35812  -3.46653  0.211
H  2.52615  0.57255  -4.87381  0.210
H  0.64333  0.97171  -2.47587  0.172
H  0.21869  0.09355  -3.91569  0.178
H  1.57614  -2.43510  -1.74404  0.162
O  -1.29650  -0.29593  3.23867  -0.909
H  -1.34539  0.29888  3.98704  0.517
H  -1.57012  -1.14408  3.58796  0.493
O  1.70169  1.51674  0.12958  -0.921
H  2.58948  1.15893  0.12318  0.506
H  1.81429  2.44200  -0.08825  0.485
O  -1.02304  -2.42043  1.69304  -0.907
H  -0.50314  -3.22395  1.70966  0.500
H  -1.80734  -2.63153  2.19954  0.476
O  -0.87643  1.65173  -0.53585  -0.915
H  -0.64918  2.57976  -0.47790  0.498
H  -1.63811  1.62688  -1.11504  0.515

Forces on atoms 1 to 2 (eV/Å):
Zr 0.161 -0.594 0.106
C -0.825 -1.288 -0.119

Properties
- HOMO level: -8.5 eV
- M: 399.5 g mol⁻¹
- Kohn-Sham gap: 8.5 eV

***

5.
Formula: C14H19BCl18F9NS
Source: OMol25
Level of theory: ωB97M-V/def2-TZVPD

Last column: natural (NBO) charge in e.
Element x y z (Å)
F  0.34318  1.22389  -3.20418  -0.322
C  0.18956  -0.22037  -2.78833  0.940
F  -1.11659  -0.65078  -3.41402  -0.322
F  -0.00810  -0.37701  -1.31927  -0.291
C  1.33720  -1.20096  -3.42612  0.575
F  1.49353  -0.83188  -4.85135  -0.298
F  0.73009  -2.58551  -3.43249  -0.305
C  2.72083  -1.32414  -2.56921  0.611
F  2.49588  -1.92003  -1.19893  -0.309
F  3.60303  -2.32976  -3.27114  -0.317
C  3.55084  0.06183  -2.32921  0.380
F  4.69107  -0.29827  -1.40364  -0.334
F  2.78149  1.11398  -1.56573  -0.340
B  4.26413  0.70080  -3.67011  0.715
N  5.05436  -0.11131  -4.71763  -0.747
C  4.55667  0.12387  -5.97914  0.307
S  3.79640  0.58738  -7.45624  0.099
H  4.19168  1.86832  -3.88537  -0.048
Cl  0.74133  2.05878  -0.04302  -0.015
C  -0.70882  2.84775  0.58918  -0.400
Cl  -2.08178  1.73439  0.60809  -0.034
H  -0.51273  3.18811  1.60892  0.226
H  -0.95330  3.70353  -0.04475  0.224
Cl  -1.66373  2.16840  4.06586  -0.027
C  -2.82993  0.87039  4.34915  -0.403
Cl  -4.25765  1.47249  5.20006  -0.036
H  -3.13853  0.45328  3.38741  0.230
H  -2.35688  0.09279  4.95376  0.235
Cl  -5.70289  4.38143  1.71248  -0.021
C  -6.07576  2.75415  2.29385  -0.400
Cl  -5.95729  1.56921  0.98738  -0.042
H  -5.36736  2.48691  3.08184  0.232
H  -7.09289  2.74331  2.69299  0.225
Cl  -8.79386  -1.12161  2.01901  -0.028
C  -8.30043  -1.04198  0.32335  -0.399
Cl  -8.43488  -2.62431  -0.45326  -0.024
H  -8.94444  -0.33216  -0.20159  0.223
H  -7.26179  -0.70668  0.27043  0.226
Cl  -1.73418  3.02853  -6.45904  -0.025
C  -2.25834  3.07556  -4.77140  -0.400
Cl  -2.69846  4.71785  -4.28753  -0.025
H  -3.12735  2.42412  -4.65053  0.225
H  -1.44232  2.72381  -4.13548  0.226
Cl  -1.84255  -1.97490  6.54281  -0.022
C  -2.12035  -1.06915  8.03530  -0.401
Cl  -0.81508  0.08582  8.33079  -0.026
H  -3.06435  -0.52520  7.95083  0.229
H  -2.17189  -1.76973  8.87228  0.230
Cl  0.46473  1.21522  13.29757  -0.022
C  -0.78912  1.01893  12.06696  -0.402
Cl  -2.13740  0.05437  12.68076  -0.029
H  -1.16020  2.00496  11.77676  0.223
H  -0.35868  0.51620  11.19749  0.228
Cl  8.91690  -3.22480  -5.37746  -0.034
C  8.00835  -2.10874  -4.35081  -0.404
Cl  8.47161  -0.43246  -4.66775  -0.028
H  6.94115  -2.22735  -4.55377  0.238
H  8.21282  -2.34247  -3.30316  0.223
Cl  5.28017  -3.93274  -5.25218  -0.029
C  5.98794  -5.27251  -6.16275  -0.399
Cl  6.11167  -4.87832  -7.88155  -0.019
H  6.98744  -5.47923  -5.77231  0.231
H  5.35585  -6.15600  -6.04485  0.225

Forces on atoms 1 to 2 (eV/Å):
F -0.202 -5.178 1.757
C -3.845 1.055 0.275

Properties
- HOMO level: -10.4 eV
- M: 1053.3 g mol⁻¹
- SMILES string: FC(F)(F)C(F)(F)C(F)(F)C(F)(F)BN=C=S.ClCCl.ClCCl.ClCCl.ClCCl.ClCCl.ClCCl.ClCCl.ClCCl.ClCCl
- Kohn-Sham gap: 8.7 eV

***

6.
Formula: H2N2O4P
Source: OMol25
Level of theory: ωB97M-V/def2-TZVPD

Last column: natural (NBO) charge in e.
Element x y z (Å)
N  1.19536  1.15735  0.13112  -1.214
P  -0.36834  0.39750  -0.10693  2.405
O  -1.34179  1.26342  0.54143  -1.149
O  -0.52129  -0.25193  -1.42366  -1.149
O  -0.00029  -0.99996  0.92943  -0.685
N  -0.37755  -2.00518  0.06906  0.362
O  -1.50030  -2.33740  0.23318  -0.332
H  1.84055  0.63866  -0.46839  0.380
H  1.07365  2.13753  0.09476  0.381

Forces on atoms 1 to 2 (eV/Å):
N -1.523 -2.670 -0.145
P 2.662 0.097 1.218

Properties
- HOMO level: -5.4 eV
- M: 125.0 g mol⁻¹
- SMILES string: N[P@@](=O)([O-])ON=O
- Kohn-Sham gap: 9.8 eV
- Charge: -1